A cluster of 2 separate species, CH6NS in total in a non-equilibrium geometry, computed with wB97M-V/def2-TZVPD.

The calculation puts the HOMO-LUMO gap at 7.18 eV. As for the spin multiplicity: 1. The total charge is -1. The LUMO energy comes out at 4.5 eV. The energy relative to the best compared isomer or geometry (same formula, charge and spin) is 27.7 kJ/mol. The HOMO energy is -2.68 eV.

Each line ends with the Mulliken charge.
Geometry (Å):
S 2.29169 -0.98132 -0.54262  -0.86
H 2.44849 0.28595 -0.94742  -0.06
C -0.67797 0.59349 -0.12788  -0.64
N -1.08634 -0.67852 0.51480  -0.66
H 0.04771 1.21324 0.40826  0.23
H -0.18928 0.24867 -1.03424  0.26
H -1.59530 1.17211 -0.24450  0.27
H -1.03311 -0.64668 1.52983  0.20
H -0.20589 -1.20693 0.44377  0.27

The ion CH6NS with charge +1 in a non-equilibrium geometry, computed with wB97M-V/def2-TZVPD.

The calculation puts the HOMO-LUMO gap at 10.14 eV. As for the spin multiplicity: 1. The total charge is +1. The LUMO energy comes out at -4.4 eV. The energy relative to the best compared isomer or geometry (same formula, charge and spin) is 74.0 kJ/mol. The HOMO energy is -14.53 eV.

Each line ends with the Mulliken charge.
Geometry (Å):
C 0.28259 -0.33996 -0.36656  -0.51
N -0.23265 1.06915 -0.01166  -0.47
S 0.11335 -1.20309 1.28165  -0.14
H -0.45611 -0.87953 -1.22799  0.36
H 1.24203 -0.08954 -0.74567  0.39
H -1.28160 0.97552 0.23922  0.39
H -0.09043 1.58497 -0.90113  0.37
H 0.43695 1.29027 0.84476  0.40
H -0.01414 -2.40778 0.88737  0.19

A cluster of 2 separate species, CH6O in total in a non-equilibrium geometry, computed with wB97M-V/def2-TZVPD.

The calculation puts the HOMO-LUMO gap at 12.33 eV. As for the spin multiplicity: 1. The LUMO energy comes out at 0.9 eV. The energy relative to the best compared isomer or geometry (same formula, charge and spin) is 2.9 kJ/mol. The HOMO energy is -11.46 eV.

Each line ends with the Mulliken charge.
Geometry (Å):
C -0.00973 -0.78923 0.71333  -1.00
H 0.57663 0.12818 0.86999  0.23
H 0.50348 -1.43292 -0.01625  0.29
H -0.11261 -1.32641 1.66772  0.27
H -1.00736 -0.52611 0.33187  0.20
O -0.02668 1.61018 -1.45764  -0.65
H -0.73575 1.11660 -0.98664  0.34
H 0.81201 1.21972 -1.12237  0.32

A cluster of 2 separate species, CH6O2 in total, computed with wB97M-V/def2-TZVPD.

The calculation puts the HOMO-LUMO gap at 11.54 eV. As for the spin multiplicity: 1. The LUMO energy comes out at 0.8 eV. The energy relative to the best compared isomer or geometry (same formula, charge and spin) is 1.2 kJ/mol. The HOMO energy is -10.78 eV.

Each line ends with the Mulliken charge.
Geometry (Å):
O 28.52837 -24.75112 22.20329  -0.67
H 27.72548 -24.22718 22.25665  0.30
H 28.28835 -25.60633 22.59418  0.38
C 27.47854 -28.36673 22.89664  -0.49
O 27.66341 -27.10658 23.56632  -0.55
H 26.52626 -28.81379 23.16662  0.23
H 27.56276 -28.14656 21.83485  0.23
H 28.29933 -29.04979 23.12594  0.27
H 28.06714 -27.24541 24.42612  0.30

A cluster of 2 separate species, CH6O2 in total in a non-equilibrium geometry, computed with wB97M-V/def2-TZVPD.

The calculation puts the HOMO-LUMO gap at 10.78 eV. As for the spin multiplicity: 1. The LUMO energy comes out at 0.6 eV. The energy relative to the best compared isomer or geometry (same formula, charge and spin) is 18.3 kJ/mol. The HOMO energy is -10.15 eV.

Each line ends with the Mulliken charge.
Geometry (Å):
O -1.54124 0.64265 -0.26124  -0.50
C -0.46345 1.58998 -0.38274  -0.49
H -1.07936 -0.19818 -0.06105  0.31
H 0.28522 1.40036 0.40475  0.22
H -0.85999 2.61098 -0.25265  0.23
H 0.03547 1.52879 -1.36455  0.23
O 1.06713 -2.24722 0.38606  -0.64
H 1.71096 -2.12183 1.11955  0.32
H 0.84527 -3.20553 0.41187  0.32

A structure of composition CH6O2P2 in a non-equilibrium geometry, computed with wB97M-V/def2-TZVPD.

The calculation puts the HOMO-LUMO gap (spin up / spin down) at 7.75 / 7.75 eV. As for the spin multiplicity: 1. The LUMO energy (spin up / spin down) comes out at -0.2 / -0.2 eV. The energy relative to the best compared isomer or geometry (same formula, charge and spin) is 307.4 kJ/mol. The HOMO energy (spin up / spin down) is -7.94 / -7.94 eV.

Each line ends with the Mulliken charge.
Geometry (Å):
C -0.64250 -1.25795 -0.48327  -0.02
O 1.40585 -0.63304 0.21826  -0.52
O -0.79961 -0.16521 -1.05872  -0.24
P 1.44513 0.68025 -0.42786  0.07
P -1.23296 1.15970 -0.04593  0.01
H -0.93206 -1.47388 0.52868  0.29
H -0.15867 -2.12388 -1.03373  0.25
H 2.47699 0.65519 -1.29148  0.01
H 2.16261 1.55536 0.64990  0.02
H -0.15743 1.28316 0.96545  0.10
H -1.95231 0.31766 0.79796  0.03

The ion CH6O2PS2 with charge +1 in a non-equilibrium geometry, computed with wB97M-V/def2-TZVPD.

The calculation puts the HOMO-LUMO gap at 8.86 eV. As for the spin multiplicity: 1. The total charge is +1. The LUMO energy comes out at -5.0 eV. The HOMO energy is -13.83 eV.

Each line ends with the Mulliken charge.
Geometry (Å):
O -0.70726 -1.92312 -1.64617  -0.31
O -0.26319 -1.36353 -0.40374  -0.24
C -1.28487 -0.60117 0.12600  -0.22
S -0.55505 0.90357 0.89655  0.00
P 1.64137 0.86622 0.78287  0.24
S 2.29692 2.46923 -0.04707  -0.22
H -0.47336 -1.24662 -2.30606  0.35
H -1.96892 -0.29434 -0.64503  0.41
H -1.81456 -1.10853 0.91102  0.34
H -0.82310 1.89218 0.03026  0.30
H 1.96852 0.74747 2.13553  0.18
H 1.98350 -0.34137 0.16585  0.18

The molecule CH6O2Si in a non-equilibrium geometry, computed with wB97M-V/def2-TZVPD.

The calculation puts the HOMO-LUMO gap at 10.87 eV. As for the spin multiplicity: 1. The LUMO energy comes out at 0.6 eV. The energy relative to the best compared isomer or geometry (same formula, charge and spin) is 30.5 kJ/mol. The HOMO energy is -10.28 eV.

Each line ends with the Mulliken charge.
Geometry (Å):
C -1.17913 0.37620 -0.23579  -0.91
O 1.50373 -1.37242 -0.05344  -0.45
O 1.53497 1.25894 -0.41438  -0.48
Si 0.67788 0.02426 0.28666  0.59
H -1.73885 0.35700 0.71728  0.26
H -0.90972 1.45738 -0.58041  0.22
H -1.78842 -0.00636 -1.10309  0.33
H 1.16059 -2.07572 0.41046  0.27
H 2.40139 1.03316 -0.57388  0.28
H 0.77641 0.53942 1.63908  -0.12

A cluster of 3 separate species, CH6O4 in total in a non-equilibrium geometry, computed with wB97M-V/def2-TZVPD.

The calculation puts the HOMO-LUMO gap at 4.76 eV. As for the spin multiplicity: 1. The LUMO energy comes out at -5.4 eV. The energy relative to the best compared isomer or geometry (same formula, charge and spin) is 759.7 kJ/mol. The HOMO energy is -10.13 eV.

Each line ends with the Mulliken charge.
Geometry (Å):
O -1.53783 -0.70999 -0.25826  -0.42
C -1.21256 -0.35072 0.92784  -0.02
O -0.03947 0.39705 1.10084  -0.35
H -2.01823 0.24769 1.40283  0.35
H 0.82569 0.15136 0.64210  0.42
H 0.92301 0.46083 -1.50048  0.43
H -1.15776 -1.18697 1.70817  0.38
O 0.04143 0.77093 -1.85038  -0.62
H -0.65284 0.19587 -1.49506  0.38
H 2.82793 0.26065 -0.32006  0.28
O 2.00062 -0.23670 -0.35754  -0.84

A cluster of 2 separate species, CH6OP2 in total in a non-equilibrium geometry, computed with wB97M-V/def2-TZVPD.

The calculation puts the HOMO-LUMO gap at 7.45 eV. As for the spin multiplicity: 1. The LUMO energy comes out at 0.2 eV. The energy relative to the best compared isomer or geometry (same formula, charge and spin) is 379.4 kJ/mol. The HOMO energy is -7.24 eV.

Each line ends with the Mulliken charge.
Geometry (Å):
C 1.76052 0.65671 0.45248  -0.15
O 1.15873 -0.23256 -0.08793  -0.42
P -1.13783 -0.78762 -0.03564  0.06
P -1.72971 1.07963 -0.24250  -0.23
H 2.84701 0.36640 0.53605  0.27
H 1.36439 1.70486 0.60892  0.27
H -0.77295 -1.28605 -1.24558  0.07
H -0.17226 -1.11204 0.93015  0.08
H -2.25670 -1.59754 0.58838  0.09
H -1.06119 1.20822 -1.50434  -0.03

A cluster of 3 separate species, CH6OS in total in a non-equilibrium geometry, computed with wB97M-V/def2-TZVPD.

The calculation puts the HOMO-LUMO gap at 8.28 eV. As for the spin multiplicity: 1. The LUMO energy comes out at -1.2 eV. The energy relative to the best compared isomer or geometry (same formula, charge and spin) is 241.5 kJ/mol. The HOMO energy is -9.48 eV.

Each line ends with the Mulliken charge.
Geometry (Å):
C -1.69273 0.17831 0.19282  -0.69
S -0.18392 0.36626 -0.71713  -0.24
H -2.10110 -0.82136 0.15111  0.27
H -2.46166 0.87570 -0.18046  0.27
H -1.54145 0.46576 1.23979  0.26
H 0.66042 0.64395 1.02179  0.15
H 1.72084 -0.28032 -0.36614  0.28
H 2.99235 -0.79434 -1.10691  0.30
O 2.60723 -0.63395 -0.23489  -0.60

A cluster of 2 separate species, CH6OS in total, computed with wB97M-V/def2-TZVPD.

The calculation puts the HOMO-LUMO gap at 9.88 eV. As for the spin multiplicity: 1. The LUMO energy comes out at 0.7 eV. The energy relative to the best compared isomer or geometry (same formula, charge and spin) is 15.7 kJ/mol. The HOMO energy is -9.23 eV.

Each line ends with the Mulliken charge.
Geometry (Å):
C 0.94410 -0.34543 -0.54583  -0.58
S 1.21248 -2.11068 -0.44799  -0.18
H 1.87766 0.19502 -0.44501  0.28
H 0.55189 -0.06279 -1.52372  0.29
H 0.20456 -0.09047 0.18962  0.08
H 0.21864 -2.45915 -1.27430  0.11
H -1.66000 1.20553 0.67638  0.32
H -1.30957 2.03072 1.92677  0.32
O -2.03977 1.63725 1.44408  -0.64

Result set for E: -494.653969 -494.327769 -116.923281 -192.157745 -192.151226 -874.723955 -1329.479345 -481.737801 -342.394949 -799.493686 -515.017547 -515.103564 Ha, one per record in the order listed.